{
  "formula": "C9H10N3",
  "method": "the ωB97M-V functional and the def2-TZVPD basis",
  "charge": 1,
  "e_lumo_ev": [-5.20, -5.20],
  "de_lowest_kcal_mol": 72.18,
  "orbital_gap_ev": [7.1408, 7.1402],
  "smiles": "[H]/N=C/C#[N+]Nc1ccccc1C",
  "symbols": ["C", "C", "C", "C", "C", "C", "C", "C", "C", "N", "N", "N", "H", "H", "H", "H", "H", "H", "H", "H", "H", "H"],
  "coordinates": [[-2.969260, 0.701985, 0.390913], [2.449731, -1.754699, 0.299067], [1.143387, -2.158981, 0.086965], [2.790931, -0.435478, 0.220059], [0.113061, -1.208913, 0.018090], [1.791013, 0.575757, 0.100834], [0.425490, 0.170292, 0.090483], [-4.234791, 0.224405, 0.016159], [2.105049, 1.974492, -0.151830], [-4.398418, -1.051642, -0.071637], [-1.818698, 0.887862, 0.162656], [-0.583730, 1.112371, 0.173580], [3.318005, -2.372978, 0.332026], [0.774484, -3.179282, 0.050255], [3.831050, -0.119124, 0.183082], [-0.819330, -1.582615, -0.255042], [-5.001204, 0.909195, -0.359891], [2.538893, 2.376337, 0.737745], [3.039255, 1.986705, -0.808854], [1.171074, 2.544996, -0.387300], [-5.288998, -1.436077, -0.389965], [-0.376987, 1.835388, -0.437386]],
  "atomic_forces_ev_per_a": [[4.909, 0.680, -0.594], [0.450, -0.072, -0.626], [-1.444, 0.456, 0.566], [-1.421, 2.139, -0.278], [2.644, 0.752, 0.100], [-1.200, -2.018, -0.041], [2.169, -3.890, 0.596], [-3.170, -2.809, -1.711], [1.369, 0.590, -0.284], [1.357, 1.223, 0.908], [-5.192, -1.480, 1.235], [0.508, 0.891, -0.010], [-0.031, -1.095, 0.219], [0.682, -0.076, -0.098], [-0.163, -0.107, 0.137], [-1.800, -0.239, 0.017], [0.359, 0.454, 0.535], [-0.079, 0.731, 0.921], [-1.852, 0.537, -0.034], [1.672, 0.119, -0.428], [-0.053, 0.776, -0.058], [0.284, 2.438, -1.071]]
}